A molecular structure, C37H49N6O3PtS2, computed with ωB97M-V/def2-TZVPD.

Geometry as ORCA input:
```
! RIJCOSX wB97M-V def2-TZVPD def2/J DEFGRID3
* xyz 3 5
Pt 0.11073 -0.08935 0.20962
C 5.53552 -1.06313 -6.62472
C 5.01097 -1.03028 -5.22634
C 5.75728 -0.44032 -4.19867
C 5.29960 -0.43765 -2.89592
C 4.07260 -1.04018 -2.61663
C 3.31333 -1.64579 -3.61454
C 3.78356 -1.62608 -4.91140
S 3.52429 -1.10193 -0.97839
O 4.45178 -0.47354 -0.09230
O 2.91796 -2.35609 -0.67716
N 2.13559 -0.03874 -0.88432
C 2.11980 1.25796 -1.16960
C 3.08424 2.06270 -1.81040
C 2.82793 3.41741 -1.92530
C 1.64722 3.94574 -1.41707
C 0.72212 3.09040 -0.79141
N 0.94689 1.80365 -0.69179
H 6.13977 -0.18391 -6.84166
H 4.72964 -1.12808 -7.35303
H 6.17344 -1.94062 -6.75479
H 6.71674 0.00608 -4.42586
H 5.89140 -0.00927 -2.09708
H 2.38333 -2.14551 -3.37414
H 3.20565 -2.09671 -5.69599
H 3.99356 1.61813 -2.18868
H 3.54884 4.06491 -2.40666
H 1.42584 5.00127 -1.49280
H -0.20176 3.47025 -0.37376
C -6.03730 -2.89376 -2.25994
C -4.88480 -3.72088 -1.68867
C -4.35477 -4.67576 -2.77468
C -5.39692 -4.53535 -0.49143
C -3.71810 -2.84784 -1.26558
C -3.58821 -1.51247 -1.65820
C -2.50315 -0.77526 -1.24094
N -1.52651 -1.30900 -0.49847
C -1.60374 -2.59783 -0.12012
C -2.68905 -3.37003 -0.47696
C -0.46090 -3.07126 0.68696
C -0.24571 -4.39860 0.99166
C 0.85300 -4.79293 1.76282
C 1.70410 -3.77157 2.18039
C 1.44779 -2.46735 1.81318
N 0.38380 -2.10873 1.09673
C 1.12080 -6.25787 2.05484
C 2.06016 -6.42818 3.25151
C 1.78495 -6.84388 0.79473
C -0.18932 -7.00356 2.34159
H -6.86498 -3.55740 -2.50556
H -5.76126 -2.37907 -3.18158
H -6.40779 -2.16087 -1.53981
H -5.15951 -5.33993 -3.09051
H -3.53710 -5.29516 -2.40190
H -4.00464 -4.12793 -3.65082
H -6.29431 -5.07723 -0.78725
H -5.65828 -3.89317 0.35155
H -4.67625 -5.28067 -0.15320
H -4.33562 -1.03309 -2.27236
H -2.39364 0.26818 -1.50796
H -2.74273 -4.39180 -0.13311
H -0.93088 -5.14408 0.61866
H 2.58323 -3.97855 2.77219
H 2.13286 -1.67798 2.09078
H 3.05998 -6.04064 3.05090
H 2.17277 -7.48946 3.46816
H 1.66552 -5.94723 4.14860
H 2.72530 -6.33825 0.56980
H 1.13175 -6.76522 -0.07651
H 1.99880 -7.90010 0.95984
H -0.73848 -6.55044 3.16878
H 0.03962 -8.03147 2.61993
H -0.84162 -7.05586 1.46876
C 2.80994 0.90714 2.53582
S 1.02062 1.06238 2.39865
C 0.43137 0.12533 3.81571
H 3.18937 -0.08527 2.30120
H 3.08730 1.18049 3.55431
H 3.24411 1.62844 1.84554
H 0.62218 0.72602 4.70507
H 0.92292 -0.84020 3.90058
H -0.64170 -0.00146 3.68836
N -1.65442 1.07798 1.11284
C -2.64913 1.67145 1.23813
N -3.75442 2.30865 1.42499
C -4.92378 1.66312 2.07019
C -6.15763 1.96993 1.23532
O -6.29436 3.36048 1.05380
C -5.22127 3.90655 0.32363
C -3.92004 3.74173 1.09531
H -5.02698 2.08401 3.07178
H -4.73801 0.59289 2.14457
H -7.05133 1.62151 1.74914
H -6.08983 1.46234 0.26299
H -5.43542 4.96277 0.17345
H -5.13980 3.42144 -0.65884
H -3.95860 4.30098 2.03170
H -3.06190 4.07396 0.51275
*
```

- <S²>: 6.0510
- ΔE to the lowest compared entry with this formula, charge and spin: 0.4 kcal per mole
- Kohn-Sham gap (spin up / spin down): 8.45 / 4.77 eV
- LUMO energy (spin up / spin down): -7.7763 / -11.4639 eV
- HOMO level (spin up / spin down): -16.22 / -16.23 eV



A molecular structure, C37H50BBr2CsN8, computed with ωB97M-V/def2-TZVPD.

Geometry as ORCA input:
```
! RIJCOSX wB97M-V def2-TZVPD def2/J DEFGRID3
* xyz 0 1
Cs 2.20707 0.16499 1.11194
C -1.34907 1.50825 -3.37110
C 0.08292 1.31015 -2.99055
C 1.18639 2.00211 -3.45224
C 2.28291 1.43635 -2.77885
N 1.87238 0.46745 -1.96943
N 0.52468 0.38988 -2.10707
B -0.21859 -0.70357 -1.29993
N -0.05881 -2.10536 -1.89237
N -0.22791 -3.12553 -1.01243
C -0.10793 -4.24517 -1.70808
C 0.16856 -3.95689 -3.05890
C 0.18978 -2.57466 -3.13030
C 0.44253 -1.70424 -4.31881
C -0.21633 -5.58394 -1.01245
C 1.04579 -5.81487 -0.17136
C -1.43989 -5.58885 -0.08970
C -0.34758 -6.70641 -2.04065
N -1.68070 -0.30402 -1.05673
N -1.85213 0.71752 -0.17903
C -3.15705 0.88650 -0.05396
C -3.85416 -0.03897 -0.85357
C -2.86890 -0.78702 -1.47016
C -3.02505 -1.91976 -2.43184
C -3.68710 1.97135 0.85782
C -5.20212 1.84561 1.01317
C -3.34936 3.34040 0.25563
C -3.01829 1.84752 2.23190
C 3.74077 1.82786 -2.83754
C 4.62108 0.57565 -2.87459
C 4.08618 2.65774 -1.59666
C 4.01022 2.67080 -4.08504
H -1.40972 2.28386 -4.13372
H -1.95077 1.80962 -2.51279
H -1.79727 0.59977 -3.77535
H 1.18047 2.79776 -4.17798
H 0.25409 -0.78575 -0.21173
H 0.33221 -4.64221 -3.87356
H 0.65684 -2.33055 -5.18343
H 1.28877 -1.03579 -4.15428
H -0.42238 -1.08154 -4.56053
H 1.15840 -5.02512 0.57277
H 1.93732 -5.81178 -0.80216
H 0.99255 -6.77632 0.34595
H -1.37829 -4.77655 0.63493
H -1.50563 -6.53706 0.44998
H -2.35893 -5.45325 -0.66344
H 0.53219 -6.75675 -2.68502
H -1.22566 -6.55834 -2.67235
H -0.44864 -7.66906 -1.53522
H -4.91800 -0.17051 -0.95969
H -4.08527 -2.11990 -2.58097
H -2.54783 -2.82806 -2.05979
H -2.58541 -1.69608 -3.40618
H -5.70621 1.95044 0.05023
H -5.58060 2.62613 1.67698
H -5.47428 0.87697 1.43637
H -3.84101 3.46664 -0.71164
H -2.27225 3.42269 0.10374
H -3.67794 4.14782 0.91611
H -3.25142 0.88360 2.68905
H -3.36796 2.64199 2.89859
H -1.93371 1.91753 2.13548
H 4.43302 -0.05705 -2.00666
H 5.67752 0.85471 -2.88495
H 4.41282 -0.01977 -3.76501
H 3.95790 2.06779 -0.68681
H 3.44003 3.53518 -1.52499
H 5.12515 2.99501 -1.63451
H 3.74275 2.12506 -4.99137
H 5.06884 2.93159 -4.14263
H 3.43759 3.60004 -4.06576
Br -0.39791 -0.97266 3.55711
C 0.16370 -2.50777 2.51217
Br 1.99392 -3.02216 2.89643
H 0.08441 -2.27728 1.45066
H -0.46153 -3.34691 2.78487
C -0.22726 4.58374 1.85686
C 0.85019 3.76440 1.49248
N 1.46075 2.94830 2.32299
C 1.02046 2.87937 3.59506
C -0.07035 3.63889 4.05168
C -0.68971 4.51423 3.14239
C -0.53464 3.50304 5.40103
C 0.06770 2.65131 6.25347
C 1.19290 1.86842 5.83207
C 1.83542 0.97363 6.70236
C 2.90316 0.24750 6.25158
C 3.31490 0.42799 4.92384
N 2.73763 1.25527 4.08158
C 1.68330 1.97443 4.51817
H -0.68657 5.23242 1.12440
H 1.21760 3.77703 0.47044
H -1.53374 5.11036 3.46725
H -1.38472 4.09589 5.71559
H -0.28455 2.54075 7.27159
H 1.47504 0.86825 7.71859
H 3.42226 -0.45365 6.88996
H 4.15807 -0.13839 4.54057
*
```

- ΔE to the lowest compared entry with this formula, charge and spin: 3.3 kcal per mole
- Kohn-Sham gap: 7.68 eV
- LUMO energy: -0.2249 eV
- HOMO level: -7.91 eV